This record from the OMol25 dataset describes a structure of composition C27H34IN5O3PdSSe2 at a distorted geometry. The level of theory is ωB97M-V/def2-TZVPD.

The geometry in XYZ format:
```
74
Properties=species:S:1:pos:R:3
Pd 0.71 0.39 1.39
O 4.03 -2.18 2.96
C 2.98 -1.24 3.22
C 3.56 0.12 3.57
C 4.74 -0.06 4.56
O 5.93 -0.54 3.97
C 2.52 0.98 4.31
Se 0.63 0.83 3.78
C 4.11 0.84 2.34
Se 2.81 1.59 1.04
H 3.62 -2.98 2.63
H 2.36 -1.60 4.05
H 2.35 -1.14 2.34
H 4.41 -0.73 5.37
H 4.99 0.91 5.00
H 5.69 -1.36 3.51
H 2.79 2.03 4.21
H 2.53 0.72 5.37
H 4.75 0.17 1.78
H 4.70 1.69 2.65
C -0.93 -6.41 0.07
C -1.56 -5.43 -0.91
C -0.56 -5.01 -1.99
C -2.14 -4.20 -0.18
N -1.11 -3.33 0.36
C -0.59 -2.21 -0.17
N 0.37 -1.79 0.62
N 0.43 -2.68 1.64
N -0.44 -3.60 1.49
H -0.43 -7.22 -0.47
H -1.70 -6.86 0.71
H -0.20 -5.92 0.71
H -2.41 -5.91 -1.40
H 0.33 -4.55 -1.55
H -1.01 -4.30 -2.69
H -0.24 -5.88 -2.56
H -2.76 -4.53 0.66
H -2.74 -3.60 -0.86
H -0.92 -1.74 -1.07
O 0.14 0.48 -1.11
S 0.22 1.72 -1.93
C -1.46 2.44 -1.96
C -2.55 1.60 -1.79
C -3.83 2.14 -1.79
C -4.00 3.50 -1.99
C -2.91 4.33 -2.19
C -1.63 3.80 -2.17
C 0.00 1.15 -3.64
C -0.08 2.07 -4.68
C -0.34 1.62 -5.96
C -0.50 0.26 -6.20
C -0.39 -0.65 -5.17
C -0.13 -0.20 -3.88
H -2.39 0.54 -1.64
H -4.68 1.49 -1.63
H -5.00 3.92 -1.98
H -3.05 5.38 -2.35
H -0.76 4.44 -2.30
H 0.05 3.13 -4.49
H -0.41 2.33 -6.78
H -0.73 -0.09 -7.20
H -0.51 -1.71 -5.36
H -0.02 -0.90 -3.05
I -2.31 0.62 1.82
C -1.76 2.68 1.79
C -2.54 3.60 2.46
C -2.11 4.92 2.44
C -0.95 5.25 1.76
C -0.26 4.24 1.12
N -0.67 2.97 1.13
H -3.43 3.30 3.00
H -2.69 5.69 2.95
H -0.58 6.26 1.74
H 0.66 4.43 0.58
```

Net charge: 0
Largest force on an atom, eV/Å: 1.25
Frontier orbital gap (spin up / spin down), eV: 6.438 / 6.437
ΔE to the lowest compared entry with this formula, charge and spin, kJ/mol: 104.9
E_tot, Eh: -7175.29899